DFT (wB97M-V/def2-TZVPD) results for an isolated molecule of C4H6N2S.

XYZ file:
```
13
Properties=species:S:1:pos:R:3:forces:R:3
C 1.559 0.081 3.244 -1.76 1.81 -2.82
C 1.243 -0.343 1.976 0.99 -2.52 -0.51
C -0.040 -0.843 -0.382 -0.01 -3.28 -2.39
C -2.028 0.522 -2.880 5.79 -1.26 4.90
H 1.392 1.191 3.540 0.13 -2.21 -0.47
H 1.764 -0.642 3.993 0.80 -0.35 0.40
H 1.516 -1.358 1.414 -0.29 1.31 2.74
H 0.316 -1.883 -0.106 -0.57 1.07 -0.36
H -2.520 1.434 -3.003 -0.92 0.99 -0.95
H -1.921 -0.412 -3.461 -0.96 0.65 0.16
N -0.645 -0.740 -1.524 -0.22 0.99 0.52
N -1.142 0.605 -1.810 -3.33 -1.90 -3.22
S 0.473 0.382 0.576 0.35 4.69 1.98
```
Positions in Å, forces in eV/Å.

Computed properties:
- structure (SMILES) = C=CS/C=N\N=C
- HOMO level (eV) = -8.5
- energy above the lowest of the compared OMol25 structures with the same formula, charge and spin (kcal/mol) = 108.4
- electronic energy (Ha) = -663.555729
- strongest force on any atom (eV/A) = 7.7
- LUMO energy (eV) = 0.2256

Mulliken population analysis, charges in e, atoms 1 to 6: -0.488 -0.031 -0.059 -0.364 0.204 0.269